A molecular structure, C31H42BMoN8O7, computed with ωB97M-V/def2-TZVPD.

```
90
Properties=species:S:1:pos:R:3:forces:R:3
Mo 0.030 0.356 -0.059 -0.279 -0.013 0.814
C -4.612 -0.056 -2.507 0.000 0.011 -0.009
C -3.750 0.067 -1.310 0.041 -0.023 0.151
C -4.135 0.238 0.039 -0.022 -0.093 -0.048
C -3.032 0.047 0.832 0.147 -0.099 -0.031
N -1.921 0.085 -0.057 0.058 0.072 -0.101
N -2.430 -0.073 -1.347 -0.042 0.088 -0.153
B -1.397 -0.789 -2.244 0.028 0.053 -0.124
N -0.770 -1.963 -1.487 -0.121 -0.196 0.055
N -0.012 -1.691 -0.373 -0.274 0.277 -0.127
C 0.630 -2.822 -0.005 0.140 0.041 0.017
C 0.214 -3.846 -0.840 0.080 -0.048 -0.025
C -0.641 -3.278 -1.782 0.008 0.122 -0.001
C -1.330 -3.909 -2.934 0.003 -0.017 0.013
C 1.652 -2.788 1.093 -0.025 -0.045 -0.013
C 1.759 -1.357 1.610 -0.005 0.055 -0.021
C 3.000 -3.258 0.529 0.036 -0.006 0.022
C 1.212 -3.707 2.246 -0.015 -0.002 0.017
N -0.245 0.378 -2.234 0.206 -0.297 0.490
N 1.057 0.138 -1.818 0.208 -0.275 -0.403
C 1.908 0.779 -2.636 -0.070 0.249 -0.067
C 1.149 1.395 -3.663 -0.009 0.018 -0.003
C -0.166 1.239 -3.356 -0.118 0.083 0.063
C -1.382 1.718 -4.048 0.038 0.033 0.036
C 3.389 0.765 -2.458 -0.005 -0.019 -0.055
C 3.827 -0.676 -2.819 0.001 -0.020 0.021
C 3.777 1.087 -1.011 -0.017 -0.019 0.051
C 4.060 1.749 -3.421 0.080 0.024 0.007
C -3.121 -0.656 2.189 -0.162 0.143 0.043
C -4.328 -0.098 2.959 0.021 0.012 0.033
C -3.414 -2.121 1.752 -0.026 -0.046 0.017
C -1.929 -0.730 3.140 0.038 -0.002 -0.031
H -5.631 0.236 -2.270 -0.003 -0.002 0.000
H -4.620 -1.091 -2.856 -0.010 0.012 -0.010
H -4.242 0.568 -3.321 -0.005 -0.024 -0.006
H -5.156 0.303 0.375 -0.006 -0.006 0.015
H -1.801 -1.056 -3.322 0.009 -0.013 -0.031
H 0.513 -4.880 -0.799 -0.009 0.020 0.002
H -1.023 -4.947 -3.029 0.004 -0.006 0.006
H -1.091 -3.390 -3.863 -0.020 -0.006 0.001
H -2.412 -3.884 -2.796 0.007 0.002 -0.016
H 1.893 -0.638 0.746 -0.001 -0.029 0.038
H 2.666 -1.179 2.190 0.011 -0.010 -0.002
H 0.912 -1.078 2.231 0.052 -0.029 0.021
H 3.358 -2.599 -0.263 -0.002 0.006 -0.011
H 2.927 -4.268 0.125 -0.003 0.010 0.008
H 3.743 -3.270 1.326 -0.007 -0.008 -0.010
H 0.239 -3.413 2.646 0.010 -0.009 -0.011
H 1.943 -3.668 3.054 0.000 0.007 -0.015
H 1.147 -4.740 1.905 0.000 0.018 0.005
H 1.542 2.000 -4.465 0.013 -0.028 0.009
H -1.145 2.616 -4.616 0.010 -0.016 -0.022
H -2.176 1.948 -3.340 -0.002 0.014 -0.022
H -1.738 0.964 -4.755 -0.017 0.006 0.005
H 3.385 -1.410 -2.143 -0.004 -0.008 0.014
H 4.912 -0.732 -2.738 -0.012 -0.006 -0.013
H 3.551 -0.935 -3.842 0.003 0.013 0.010
H 3.215 0.496 -0.282 0.039 -0.017 -0.042
H 3.638 2.145 -0.789 -0.006 -0.011 0.005
H 4.829 0.848 -0.861 0.009 0.039 -0.014
H 3.900 1.461 -4.462 -0.005 0.008 0.014
H 5.135 1.730 -3.246 -0.009 -0.013 -0.012
H 3.712 2.771 -3.273 0.036 -0.083 -0.025
H -5.276 -0.306 2.464 0.005 0.027 -0.029
H -4.237 0.975 3.126 0.009 -0.022 -0.013
H -4.372 -0.583 3.934 -0.013 -0.012 -0.017
H -4.305 -2.189 1.128 0.011 -0.001 0.023
H -3.581 -2.718 2.649 0.012 0.007 -0.011
H -2.566 -2.555 1.212 -0.013 0.016 -0.008
H -1.703 0.217 3.617 0.024 0.039 0.014
H -1.035 -1.135 2.672 -0.005 -0.050 -0.070
H -2.206 -1.429 3.929 0.001 0.029 0.005
O -1.750 2.256 2.547 -0.038 -0.011 0.151
C -0.688 2.225 2.064 0.093 -0.224 -0.041
O -0.116 0.903 1.671 -0.103 0.150 -0.510
C 0.250 3.283 1.706 -0.009 0.145 -0.029
C 0.486 4.332 2.589 0.012 0.006 -0.036
C 1.334 5.330 2.169 0.053 0.074 0.079
C 1.896 5.346 0.906 -0.053 -0.034 -0.005
C 1.621 4.317 0.025 -0.163 0.072 0.023
C 0.807 3.243 0.425 0.097 -0.044 0.038
O 0.537 2.162 -0.342 0.137 0.112 -0.146
N 2.199 4.433 -1.329 0.377 -0.332 0.055
O 3.037 5.275 -1.503 -0.210 -0.034 -0.032
O 1.824 3.617 -2.160 -0.210 0.257 0.127
N 1.638 6.452 3.103 -0.042 0.155 0.011
O 1.081 6.410 4.176 0.154 0.002 -0.206
O 2.402 7.294 2.694 -0.162 -0.210 0.121
H 0.033 4.377 3.571 -0.005 -0.012 -0.005
H 2.535 6.169 0.608 0.013 0.007 -0.019
```
Positions in Å, forces in eV/Å.

charge: +3
HOMO: -0.665 Ha
E: -2263.09621 hartree
energy above the lowest of the compared OMol25 structures with the same formula, charge and spin: 2.72 kcal per mole
largest force on an atom: 0.86 eV/A
frontier orbital gap: 5.792 eV
2S+1: 1